Below is C29H54Cl3N2O2P2Si4Ta as an isolated structure at a distorted geometry, with properties calculated with ωB97M-V/def2-TZVPD.

Geometry as XYZ:
```
97
Properties=species:S:1:pos:R:3:forces:R:3:mulliken_charge:R:1
Ta -0.1259 -0.0996 0.5143 0.2 -0.1 -1.0 -0.038
Cl 2.3329 1.9392 -5.8636 1.5 0.3 0.5 -0.805
Cl -2.1584 0.4506 3.0284 0.4 0.0 -0.2 -0.123
Cl 0.8183 -2.1207 -3.5029 -0.7 -0.1 1.1 -0.678
P 2.3367 -0.2808 -0.4574 1.3 0.0 -0.4 1.379
P -2.3926 -0.3899 -0.4911 -1.5 -0.1 -0.4 1.113
Si 1.5919 2.5465 0.4874 1.1 1.8 0.0 -0.271
Si 1.6707 -2.4723 1.6171 0.7 -0.9 0.5 -0.060
Si -1.4715 -2.8219 1.2760 -0.5 -0.8 0.4 -0.200
Si -1.6324 2.6381 0.2611 -0.1 1.6 0.2 0.120
O -0.3525 0.2341 -5.9723 -0.8 0.1 -1.0 0.116
O -1.1651 2.6575 -5.2194 -0.7 -0.1 -0.4 -0.138
N 0.0847 -2.0875 0.9718 0.3 2.2 0.1 0.873
N -0.0163 1.9391 0.1818 -0.1 -2.5 0.3 0.646
C -1.7039 -3.2251 3.0983 -0.2 0.1 -0.2 -0.953
C -1.6058 -4.3716 0.2802 -0.1 0.0 -0.1 -1.085
C 2.9363 1.1812 0.4520 -0.7 0.1 0.4 -1.418
C -4.6509 -0.7562 -2.0979 0.6 0.2 0.4 -0.621
C 2.0651 3.8084 -0.8066 0.0 -0.2 -0.1 -1.072
C -2.9865 1.3204 -0.1613 0.1 -0.4 0.2 -1.149
C -2.9204 -1.6702 0.7329 0.2 0.4 0.4 -1.358
C -1.9849 1.8857 -6.1036 0.4 0.8 0.1 -0.447
C 3.3134 -0.2357 -2.0161 0.2 -0.4 -0.2 1.432
C 2.1179 -1.8715 3.3603 -0.3 0.1 -0.2 -1.199
C 5.0611 -0.3761 -4.2255 -0.2 0.1 0.2 -0.502
C -2.6575 -2.0638 -2.6548 0.2 0.3 0.4 0.432
C 1.7383 3.4182 2.1588 -0.1 -0.3 -0.2 -1.087
C 1.8465 -4.3186 1.7767 0.2 -0.1 -0.2 -1.039
C -0.3866 0.3314 2.6564 0.2 0.3 0.4 0.066
C 4.7686 0.8483 -3.6239 0.1 0.2 0.0 -0.710
C -0.1710 3.5048 -5.8110 -0.5 -0.6 -0.6 -0.613
C -5.4101 -1.5793 -2.9110 0.0 -0.4 -0.5 -0.773
C -1.8529 4.0404 -0.9705 -0.2 -0.3 -0.3 -1.100
C 4.4594 -1.5303 -3.7255 0.2 -0.1 -0.1 -0.805
C -1.2133 0.8431 -6.9079 -0.1 0.1 0.7 -0.606
C 3.9468 0.9186 -2.4974 -0.2 0.1 0.0 -0.324
C -3.4386 -2.9363 -3.3933 -1.0 0.1 -0.5 -0.865
C -3.2836 -1.0386 -1.9302 0.4 -0.3 -0.8 0.137
C 0.7048 -0.5174 -6.5346 0.7 0.3 0.1 -0.402
C -4.8249 -2.6911 -3.5375 1.0 0.3 0.5 -0.444
C -1.8628 3.5194 1.9250 0.0 -0.3 -0.2 -1.202
C 3.5767 -1.4609 -2.6560 -0.2 0.1 0.2 -1.045
C 2.9785 -1.7040 0.4760 -0.3 -0.6 0.3 -1.167
H 0.0163 -0.4214 3.3433 -0.1 0.3 -0.2 0.359
H 3.8596 1.5772 0.0087 -0.3 -0.1 0.0 0.872
H -1.6438 4.5778 1.7299 0.0 -0.2 0.1 0.392
H 3.2048 0.8865 1.4724 -0.2 -0.1 0.0 0.473
H -0.7308 1.3499 -7.7739 0.2 -0.5 0.5 0.325
H -1.9430 0.0832 -7.2718 0.3 0.4 -0.2 0.374
H 2.2430 -0.7870 3.4120 0.0 0.0 0.1 0.347
H -1.0247 -5.1493 0.7886 -0.1 0.0 -0.2 0.319
H 1.3027 4.5975 -0.8210 0.2 -0.1 -0.2 0.346
H 1.3346 -2.1689 4.0636 0.1 0.1 0.1 0.372
H 3.8528 -1.3922 1.0662 -0.2 0.0 -0.2 0.597
H 1.4987 0.1997 -6.8463 -0.6 -0.8 -0.1 0.219
H -2.4538 4.8794 -0.5717 0.3 -0.5 0.0 0.351
H -5.0913 0.1143 -1.6109 0.0 -0.3 0.0 0.379
H -3.4101 -1.2095 1.5957 0.2 -0.1 -0.1 0.615
H -1.7367 -2.2974 3.6760 0.0 -0.1 0.1 0.276
H -2.6994 1.3774 -5.4472 0.0 0.1 -0.1 0.115
H 1.1681 4.3557 2.1296 0.1 -0.2 0.1 0.288
H 4.6659 -2.5020 -4.1869 -0.2 0.4 0.2 0.348
H -2.5248 2.5652 -6.7995 0.0 -0.3 0.2 0.323
H 3.3042 -2.5258 -0.1765 -0.1 0.4 -0.2 0.612
H -2.3527 3.6717 -1.8776 0.3 0.2 0.0 0.335
H -0.8636 4.4234 -1.2478 -0.3 0.0 -0.1 0.217
H 1.3875 2.7974 2.9903 0.1 0.3 0.0 0.336
H -1.2336 -4.2342 -0.7416 0.0 -0.1 0.1 0.307
H 0.4754 2.9641 -6.5313 -0.6 0.4 0.4 0.222
H 5.7563 -0.4168 -5.0733 -0.5 0.0 0.3 0.357
H 2.7993 3.6628 2.3304 -0.3 -0.1 0.0 0.439
H -0.6170 4.3971 -6.2937 -0.1 -0.1 0.3 0.234
H 2.8484 -4.5514 2.1679 -0.3 0.0 -0.1 0.395
H 3.0602 -2.3390 3.6995 -0.4 0.1 -0.3 0.426
H -3.4344 1.6424 -1.1111 0.2 0.0 0.1 0.540
H 3.0412 4.2894 -0.6109 -0.4 -0.3 0.0 0.366
H 3.0615 -2.3580 -2.3266 0.2 0.2 -0.2 0.212
H -6.4615 -1.3467 -3.0865 0.3 -0.1 0.1 0.395
H 1.7108 -4.8311 0.8188 0.0 0.0 0.1 0.306
H 1.1117 -4.7000 2.4965 0.1 0.0 -0.1 0.278
H 0.4719 3.7376 -4.9763 0.2 0.4 0.0 0.118
H -3.7863 1.2860 0.5854 0.2 0.1 0.0 0.629
H -1.2126 3.1762 2.7321 -0.2 0.0 0.0 0.337
H -0.0082 1.3325 2.9041 0.0 -0.5 0.0 -0.292
H -2.9681 -3.7813 -3.8987 -0.1 0.3 0.0 0.478
H 5.1666 1.7735 -4.0502 -0.1 -0.4 0.3 0.342
H -2.6369 -3.7838 3.3029 0.4 0.3 -0.2 0.408
H 0.4092 -1.1721 -7.3851 -0.2 0.1 0.6 0.255
H -5.4199 -3.3431 -4.1603 -0.1 0.0 0.0 0.403
H 2.1081 3.3260 -1.7937 -0.1 0.3 0.1 0.315
H -3.6613 -2.3176 0.2525 0.2 0.1 -0.2 0.712
H -0.8674 -3.8399 3.4412 -0.1 0.1 0.1 0.262
H 1.0669 -1.0538 -5.6502 0.2 -0.3 -0.7 -0.176
H -1.5590 -2.1309 -2.6626 -0.2 -0.3 0.1 -0.059
H -2.9080 3.4424 2.2480 0.2 0.1 0.1 0.379
H 3.8292 1.8821 -1.9977 -0.1 -0.3 -0.4 -0.203
H -2.6626 -4.6763 0.2452 0.3 -0.1 0.0 0.414
```
Forces are in eV/Å.

The value obtained for the HOMO-LUMO gap (alpha / beta) is 2.81 / 2.81 eV. For the largest force on an atom, the calculation gives 2.48 eV Å⁻¹. The highest occupied orbital energy (alpha / beta) is -0.2042 / -0.2042 hartree. As for the multiplicity: 1. The LUMO energy (alpha / beta) is -2.7 / -2.7 eV.

Below is a 8-piece molecular cluster, C29H54NO11 overall at a distorted geometry, with properties calculated with ωB97M-V/def2-TZVPD.

Geometry as XYZ:
```
95
Properties=species:S:1:pos:R:3:forces:R:3:mulliken_charge:R:1
O 3.5890 33.6380 24.7030 -0.9 1.0 1.0 -0.554
O 1.7530 37.7340 33.3480 -0.4 0.8 -0.1 -0.573
O -1.1700 41.1480 36.4530 3.5 -2.5 -3.5 -0.564
O -2.1820 38.8240 35.9060 2.0 2.3 0.1 -0.405
O 7.9000 41.1510 28.9620 -4.7 1.6 1.9 -0.450
O 2.9070 38.9510 24.4760 -1.4 1.2 -1.2 -0.407
O 7.5790 37.2890 31.4280 1.6 -0.8 3.1 -0.600
O 6.9350 37.5240 25.5250 0.9 -0.5 -2.8 -0.513
O 5.2040 38.4740 31.8580 5.4 -0.4 4.8 -0.419
O 3.3160 33.1290 29.9320 2.3 -0.7 1.0 -0.577
O 2.7500 40.1900 33.4730 -2.6 3.0 3.2 -0.474
N 4.6560 38.9800 28.2110 -2.3 -0.3 4.2 1.022
C 8.1330 36.9720 32.5330 -2.0 -2.3 -4.2 1.001
C 5.0240 37.6080 27.8090 -0.3 -1.7 1.3 -1.174
C 8.3410 35.4630 32.8750 -0.1 1.0 3.1 -1.256
C 8.9150 40.6910 28.6560 5.6 -1.1 -3.7 0.934
C 2.3730 39.5180 22.1870 0.2 2.1 -0.8 -1.000
C -0.4510 40.4300 35.6390 -2.8 2.8 2.9 0.637
C 2.2250 34.1580 26.5850 -0.5 3.7 4.3 -0.670
C 3.1450 39.1810 28.1720 0.0 -2.2 -0.7 -0.946
C 2.4980 33.9790 25.1550 0.3 -2.2 -2.9 0.797
C 8.0710 37.9610 23.4310 1.8 -1.9 0.3 -1.257
C 4.6170 31.7340 31.4250 -1.6 -1.5 1.8 -1.101
C 6.9370 37.4440 24.2690 -2.3 2.4 2.9 0.766
C 1.2920 33.9790 24.1300 5.8 2.9 -2.1 -1.035
C -0.2900 38.1970 34.4630 -0.4 3.4 2.0 -1.027
C 9.1660 39.2090 28.6380 -0.3 -0.4 1.1 -0.536
C 9.9980 41.6370 28.1290 9.5 -16.7 2.1 -1.861
C 2.0820 39.4740 23.6990 3.6 -3.4 -0.2 0.778
C 8.4910 37.8690 33.5720 0.7 -1.1 3.7 -1.200
C 5.6810 36.9640 23.5910 1.3 -1.1 -2.4 -0.693
C 5.3280 34.0490 30.8720 -1.1 0.9 -0.6 -0.358
C 1.0520 38.5700 33.9150 -1.1 -2.1 0.6 0.825
C -0.9910 39.0940 35.3190 0.9 -2.7 -1.8 0.730
C 0.7810 40.8560 34.9860 4.1 0.1 -2.4 -0.748
C 0.8400 40.0130 24.1670 -1.1 -2.7 5.0 -1.182
C 4.5590 38.2660 30.7530 0.4 8.4 -1.5 -1.400
C 5.1590 39.2630 29.6360 1.5 1.1 1.8 0.477
C 5.2820 39.9590 27.4780 2.9 2.8 -7.9 -0.427
C 1.5740 39.9180 34.1390 -1.3 3.9 1.7 0.347
C 4.3360 32.9390 30.6130 -2.7 1.3 0.6 0.557
H 1.1360 41.9930 35.1630 -0.8 -3.1 -0.4 0.288
H 5.1080 40.4180 29.9560 -0.8 -2.6 -1.0 0.228
H 6.2140 35.9810 23.3810 -0.9 0.4 -1.1 0.316
H 8.2840 34.8140 32.0610 0.1 -0.7 -1.5 0.296
H 8.8080 38.3580 24.1150 0.2 0.2 0.3 0.334
H 5.0790 31.0270 30.7940 0.4 -1.2 -1.0 0.321
H -0.6220 37.2070 34.2810 -0.3 -0.7 -0.2 0.351
H 7.9110 38.7080 22.6800 -0.8 0.2 -0.4 0.372
H -0.0110 39.2770 24.2410 0.9 0.6 -0.7 0.283
H 4.8040 37.4950 26.8230 -0.1 0.2 -3.1 0.771
H 4.5630 36.6640 28.1920 -0.8 1.6 0.9 0.037
H 3.7110 31.1940 31.9310 1.4 1.2 -1.2 0.297
H 0.9310 40.3470 25.2450 0.2 -0.5 -1.0 0.238
H 5.3810 31.8960 32.1890 -0.3 0.3 0.1 0.308
H 10.7940 41.2400 27.1970 -2.9 0.7 2.4 0.233
H 5.3640 37.5370 22.5710 0.9 -1.6 2.6 0.102
H 4.7490 40.0290 26.4330 1.0 -0.5 1.6 0.010
H 9.5370 39.0160 29.6160 0.3 -0.2 1.3 0.361
H 5.3400 34.5050 29.8620 0.7 0.5 0.8 -0.006
H 2.6640 39.2780 27.1890 1.0 -1.1 -0.3 0.033
H 2.7560 40.0300 28.5860 0.3 2.8 1.7 0.482
H 4.9440 34.7900 31.6760 0.5 -1.3 -1.4 0.200
H 2.5440 40.6800 22.0660 -0.7 -2.0 -0.4 0.282
H 6.2580 33.5950 31.1830 0.4 0.4 -0.1 0.346
H 3.1520 34.5230 27.2270 -1.4 -1.6 -1.5 0.012
H 10.8100 41.8790 28.8270 -0.3 -0.6 0.6 0.365
H 4.8860 36.5370 24.2010 -0.2 1.1 0.3 0.253
H 9.8030 38.5600 28.0710 0.8 0.9 -1.3 0.426
H -2.4220 38.0040 35.5660 -1.2 -2.5 -0.7 0.291
H 0.4690 33.7890 24.5930 -5.3 -1.8 2.8 0.456
H 1.1240 35.0930 23.8510 0.6 -1.7 -0.2 0.161
H 7.8370 37.4470 34.4510 1.4 0.8 -1.1 0.283
H 5.2420 41.0210 27.7310 -0.3 -0.6 1.3 0.455
H 1.6790 33.2940 27.1850 1.0 1.9 -1.6 0.321
H 0.6140 40.8380 23.6910 -1.8 4.0 -2.9 0.475
H 4.5680 37.4110 30.3990 0.4 -8.6 -3.3 0.616
H 1.6210 35.2520 26.7400 0.8 -3.2 -0.6 0.222
H 2.7270 38.4100 28.8020 -0.2 -0.6 -0.4 0.411
H 8.2410 38.7000 28.6210 -1.3 -0.4 0.0 -0.151
H 8.2600 38.8970 33.5040 -0.1 1.0 -0.6 0.408
H 1.5340 33.2830 23.2760 -0.3 1.1 0.9 0.298
H 3.3150 39.0920 21.7830 -0.5 -0.1 1.1 0.202
H 9.5790 37.6490 33.8520 -1.5 0.6 -0.2 0.352
H 9.3030 35.3060 33.4630 -1.1 0.2 -0.9 0.425
H 3.5810 38.4890 31.0080 -2.5 0.7 -0.3 0.581
H 3.0130 39.5210 32.8980 0.5 -2.6 -1.3 0.287
H 6.0380 37.3820 28.0020 1.3 0.6 -0.1 0.302
H 7.5270 35.0860 33.6250 1.2 1.0 -1.3 0.325
H 1.5670 39.1340 21.4860 0.6 0.9 1.2 0.324
H 6.3380 39.2290 29.5880 -2.3 -0.7 0.0 -0.375
H 6.2090 38.1120 31.8600 -2.9 1.0 -0.6 0.238
H 6.3990 39.7560 27.1510 -2.3 0.0 1.2 0.010
H 9.7170 42.4060 27.9390 -6.8 16.2 -4.5 0.755
H 8.6150 37.0950 22.9330 -0.8 0.9 0.4 0.319
```
Forces are in eV/Å.

The value obtained for the HOMO-LUMO gap is 7.47 eV. For the largest force on an atom, the calculation gives 19.34 eV Å⁻¹. The highest occupied orbital energy is -0.4036 hartree. As for the multiplicity: 1. Its energy above the lowest of the compared OMol25 structures with the same formula, charge and spin is 0.0 kcal/mol. The total charge is +1. The LUMO energy is -3.5 eV.